[1]
# C6H11NO

A cluster of 2 separate species, C6H11NO in total (wB97M-V/def2-TZVPD, the OMol25 dataset).

Values from the calculation:
Total charge: 0
Structure (SMILES): C=C=C[C@H](C)N.C=O
Multiplicity: 1

Last columns: bonded neighbours and bond lengths (Å).
Geometry (Å):
1 C 0.263 -1.760 -1.827  O8 1.198, H12 1.101, H13 1.101
2 C -1.254 1.221 0.191  C3 1.532, H15 1.089, H16 1.086, H17 1.089
3 C -0.863 -0.126 0.805  C2 1.532, N5 1.458, C6 1.508, H9 1.100
4 C 1.419 0.255 -0.134  C6 1.299, C7 1.295
5 N -1.116 -0.223 2.238  C3 1.458, H10 1.014, H11 1.016
6 C 0.593 -0.449 0.579  C3 1.508, C4 1.299, H14 1.082
7 C 2.249 0.982 -0.813  C4 1.295, H18 1.078, H19 1.079
8 O -0.908 -1.937 -1.647  C1 1.198
9 H -1.455 -0.920 0.325  C3 1.100
10 H -2.107 -0.125 2.427  N5 1.014
11 H -0.630 0.522 2.728  N5 1.016
12 H 1.038 -2.432 -1.427  C1 1.101
13 H 0.649 -0.944 -2.459  C1 1.101
14 H 0.935 -1.329 1.106  C6 1.082
15 H -0.654 2.022 0.621  C2 1.089
16 H -1.093 1.205 -0.883  C2 1.086
17 H -2.306 1.430 0.381  C2 1.089
18 H 2.434 0.827 -1.863  C7 1.078
19 H 2.805 1.780 -0.348  C7 1.079

These are the natural (NBO) partial charges, in e, on atoms 1 to 8:
1 C 0.290
2 C -0.621
3 C -0.085
4 C 0.092
5 N -0.826
6 C -0.282
7 C -0.496
8 O -0.533



[2]
# C6H11NO

A cluster of 2 separate species, C6H11NO in total in a non-equilibrium geometry (wB97M-V/def2-TZVPD, the OMol25 dataset).

Values from the calculation:
Total charge: 0
Structure (SMILES): Cc1cc[nH]c1C.O
Multiplicity: 1

Last columns: bonded neighbours and bond lengths (Å).
Geometry (Å):
1 C 1.106 -0.259 -1.262  C2 1.361, C5 1.426, H8 1.077
2 C -0.102 -0.678 -1.729  C1 1.361, N3 1.361, H9 1.075
3 N -0.936 -0.868 -0.671  C2 1.361, C4 1.386, H10 1.005
4 C -0.298 -0.464 0.491  N3 1.386, C5 1.368, C7 1.499
5 C 0.993 -0.163 0.156  C1 1.426, C4 1.368, C6 1.492
6 C 2.002 0.362 1.122  C5 1.492, H11 1.107, H12 1.092, H13 1.068
7 C -0.708 -0.812 1.890  C4 1.499, H14 1.063, H15 1.105, H16 1.082
8 H 1.993 -0.012 -1.821  C1 1.077
9 H -0.475 -0.830 -2.726  C2 1.075
10 H -1.932 -0.937 -0.789  N3 1.005
11 H 2.478 -0.524 1.584  C6 1.107
12 H 1.491 0.753 2.004  C6 1.092
13 H 2.770 1.011 0.763  C6 1.068
14 H -0.019 -1.457 2.379  C7 1.063
15 H -0.636 0.115 2.487  C7 1.105
16 H -1.740 -1.097 2.047  C7 1.082
17 H -1.512 1.408 0.068  O19 0.963
18 H -0.692 2.596 -0.546  O19 0.969
19 O -1.551 2.147 -0.549  H17 0.963, H18 0.969

These are the natural (NBO) partial charges, in e, on atoms 1 to 8:
1 C -0.309
2 C -0.042
3 N -0.507
4 C 0.059
5 C -0.068
6 C -0.636
7 C -0.645
8 H 0.220



Energy values (in a.u.) by entry order: -365.1183, -365.1997.